24
Properties=species:S:1:pos:R:3 method="wB97M-V/def2-TZVPD" smiles=O.O.O.O.O.O.O.O lumo_energy_ev=-0.0036 largest_force_ha_per_bohr=0.058 de_lowest_kcal_mol=39.9 homo_ev=-10.910
O 0.47 -1.22 -2.61
H -0.24 -1.77 -2.22
H 0.77 -0.70 -1.90
O 0.76 1.20 -1.34
H -0.04 1.33 -1.87
H 0.42 0.81 -0.50
O -1.75 -3.56 -1.00
H -1.39 -4.00 -1.83
H -2.70 -3.83 -1.09
O -1.90 2.50 0.84
H -1.55 1.59 0.74
H -2.78 2.35 1.25
O -0.48 0.14 0.86
H -0.73 -0.74 1.06
H 0.11 0.35 1.58
O -0.18 -2.73 1.08
H -0.59 -3.33 0.40
H 0.73 -2.60 0.67
O 2.31 2.97 0.22
H 3.17 2.91 -0.28
H 1.60 3.01 -0.44
O 1.31 1.39 2.32
H 0.67 2.16 2.31
H 2.00 1.78 1.75



24
Properties=species:S:1:pos:R:3 method="wB97M-V/def2-TZVPD" smiles=O.O.O.O.O.O.O.O lumo_energy_ev=0.0703 largest_force_ha_per_bohr=0.058 de_lowest_kcal_mol=49.5 homo_ev=-10.552
O -1.74 0.75 1.18
H -1.31 1.48 0.82
H -2.60 1.06 1.34
O -0.09 1.83 -2.14
H 0.19 0.92 -2.34
H 0.47 2.37 -2.75
O 2.31 1.21 0.74
H 1.54 0.61 0.70
H 2.84 1.00 -0.01
O 0.32 -0.92 -2.34
H -0.34 -1.50 -2.66
H 1.15 -1.42 -2.47
O 0.55 -0.84 0.83
H 0.36 -0.84 -0.10
H -0.20 -0.37 1.23
O 2.15 -2.92 -0.47
H 1.94 -2.29 0.16
H 3.04 -3.23 -0.26
O -0.78 1.99 3.65
H -1.13 2.89 3.67
H -1.29 1.50 3.02
O -2.51 -1.43 -0.75
H -2.27 -1.22 0.16
H -2.59 -0.64 -1.23



24
Properties=species:S:1:pos:R:3 method="wB97M-V/def2-TZVPD" smiles=O.O.O.O.O.O.O.O lumo_energy_ev=0.2490 largest_force_ha_per_bohr=0.015 de_lowest_kcal_mol=51.0 homo_ev=-10.909
O -0.42 -0.09 0.19
H -0.22 -0.51 1.03
H -0.20 0.83 0.32
O -2.45 1.67 -1.78
H -3.35 1.58 -2.08
H -2.53 2.00 -0.88
O 1.37 -3.67 -0.03
H 1.53 -4.46 0.50
H 1.05 -3.02 0.59
O -0.15 2.63 -0.47
H 0.49 2.50 -1.17
H -0.98 2.75 -0.92
O 1.55 2.87 2.38
H 1.66 3.82 2.29
H 1.90 2.52 1.56
O 1.15 -1.75 1.84
H 1.99 -1.30 1.97
H 0.91 -2.04 2.72
O 2.27 -0.37 -1.73
H 1.45 -0.72 -1.37
H 2.40 -0.85 -2.55
O -3.41 -1.22 -0.68
H -2.46 -1.15 -0.60
H -3.55 -2.04 -1.15



24
Properties=species:S:1:pos:R:3 method="wB97M-V/def2-TZVPD" lumo_energy_ev=-0.1157 largest_force_ha_per_bohr=0.182 de_lowest_kcal_mol=176.4 homo_ev=-9.822
O -0.86 1.44 1.83
H 0.01 1.77 2.05
H -1.10 0.88 2.58
O -0.52 1.13 -1.79
H -1.14 0.48 -2.10
H -0.18 1.54 -2.58
O 1.33 2.07 -1.08
H 0.80 2.82 -0.81
H 0.96 1.33 -0.61
O 1.34 -1.25 0.08
H 0.59 -0.72 0.36
H 2.10 -0.69 0.21
O -0.23 -0.08 0.07
H -0.78 0.37 0.71
H -0.36 0.41 -0.74
O 1.49 -0.20 2.31
H 0.90 -0.65 1.70
H 1.06 -0.29 3.16
O -2.01 -0.80 -1.31
H -1.22 -1.06 -0.82
H -2.62 -0.49 -0.64
O 0.00 -2.55 -1.19
H 0.40 -2.02 -0.51
H 0.04 -3.44 -0.85



24
Properties=species:S:1:pos:R:3 method="wB97M-V/def2-TZVPD" multiplicity=2 lumo_energy_ev="-2.9676 / -10.8191" largest_force_ha_per_bohr=0.034 charge=+1 s_squared=0.757 de_lowest_kcal_mol=19.6 homo_ev="-15.001 / -13.054"
O -1.10 -2.99 0.40
H -1.97 -3.39 0.36
H -0.95 -2.68 -0.50
O -1.64 2.69 -2.19
H -1.61 1.86 -1.72
H -0.92 2.63 -2.82
O 0.19 -0.15 3.24
H 0.23 0.56 3.88
H -0.74 -0.33 3.14
O 1.05 -2.24 1.86
H 0.76 -1.60 2.51
H 0.24 -2.53 1.44
O -2.25 -0.75 -1.79
H -1.51 -0.82 -1.19
H -1.91 -1.04 -2.64
O 0.78 1.94 -3.17
H 1.41 2.32 -3.78
H 1.24 1.21 -2.77
O 2.63 1.09 1.38
H 3.48 1.50 1.55
H 2.04 1.51 2.01
O -0.09 0.52 0.01
H -0.16 -0.18 0.66
H 0.79 0.87 0.13



24
Properties=species:S:1:pos:R:3 method="wB97M-V/def2-TZVPD" multiplicity=2 lumo_energy_ev="-3.4951 / -10.7612" largest_force_ha_per_bohr=0.068 charge=+1 s_squared=0.753 de_lowest_kcal_mol=12.6 homo_ev="-14.126 / -14.122"
O -1.14 -0.97 -2.53
H -0.47 -0.34 -2.78
H -1.97 -0.52 -2.71
O -0.90 3.15 -0.54
H -0.20 2.51 -0.70
H -1.60 2.89 -1.14
O -2.23 1.30 1.22
H -1.77 0.46 1.17
H -1.70 1.89 0.69
O 2.41 -1.18 1.50
H 2.92 -1.83 1.00
H 3.01 -0.44 1.60
O -0.21 -0.16 0.37
H -0.04 -0.77 -0.34
H 0.57 -0.20 0.92
O 0.88 -0.09 3.51
H 0.41 -0.73 4.05
H 1.57 -0.60 3.08
O -1.05 -3.25 -0.82
H -1.15 -2.37 -1.20
H -1.36 -3.16 0.08
O 1.14 1.62 -1.84
H 1.07 1.88 -2.76
H 1.78 0.91 -1.84



25
Properties=species:S:1:pos:R:3 method="wB97M-V/def2-TZVPD" lumo_energy_ev=-6.5205 largest_force_ha_per_bohr=0.057 charge=+2 de_lowest_kcal_mol=20.6 homo_ev=-18.981
Sr -5.83 4.29 18.00
O -7.09 2.58 16.30
H -7.44 2.73 15.43
H -6.70 1.69 16.35
O -3.47 4.38 19.15
H -3.25 3.42 19.23
H -3.31 4.71 20.04
O -5.79 4.24 20.73
H -4.99 3.86 21.12
H -6.12 4.90 21.36
O -4.27 2.78 16.84
H -4.41 2.94 15.92
H -4.17 1.84 16.86
O -8.36 4.17 18.90
H -8.38 3.37 19.44
H -8.82 3.95 18.13
O -6.14 1.90 18.98
H -6.59 1.17 18.59
H -6.18 1.64 19.94
O -5.33 6.82 18.84
H -5.93 7.50 19.09
H -4.52 7.07 19.29
O -7.09 5.96 16.52
H -6.64 6.83 16.43
H -7.95 6.05 16.18



25
Properties=species:S:1:pos:R:3 method="wB97M-V/def2-TZVPD" smiles=N.O.O.O.O.O.O.O lumo_energy_ev=0.2546 largest_force_ha_per_bohr=0.047 de_lowest_kcal_mol=18.7 homo_ev=-9.446
N -2.31 0.83 -2.21
H -2.49 1.76 -2.55
H -3.09 0.22 -2.05
H -1.58 0.78 -1.53
O -0.41 -2.44 -1.64
H -0.62 -2.91 -0.83
H -1.03 -1.92 -2.13
O 0.02 3.27 -1.73
H 0.25 2.86 -0.89
H 0.09 2.50 -2.32
O 2.43 -1.09 1.12
H 2.85 -1.65 0.45
H 1.65 -1.60 1.35
O -0.76 0.06 2.88
H -1.32 0.49 3.54
H -0.05 0.71 2.67
O 0.48 0.46 -1.43
H 0.13 -0.30 -1.92
H 1.21 -0.02 -1.01
O 0.93 1.39 1.24
H 1.21 0.50 1.03
H 1.75 1.80 1.54
O -0.30 -2.38 1.58
H -0.25 -2.92 2.37
H -0.45 -1.46 1.84



29
Properties=species:S:1:pos:R:3 method="wB97M-V/def2-TZVPD" lumo_energy_ev=-0.3090 largest_force_ha_per_bohr=0.016 de_lowest_kcal_mol=8.4 homo_ev=-10.795
Ne 1.52 -1.61 3.41
Kr 0.42 -0.08 0.01
O 4.47 -0.23 -1.00
H 3.93 -0.65 -1.68
H 4.48 -0.87 -0.28
O -1.32 0.09 3.53
H -1.65 0.45 2.71
H -2.11 -0.19 4.00
O -1.21 -2.32 -2.32
H -1.49 -1.51 -2.75
H -1.87 -2.97 -2.56
O 0.21 1.91 -3.74
H -0.04 2.64 -3.17
H -0.39 1.21 -3.52
O 4.05 1.84 0.77
H 3.75 1.36 1.54
H 4.07 1.19 0.07
O 2.21 -3.25 0.18
H 1.51 -3.40 0.81
H 2.73 -2.55 0.56
O -1.70 3.84 0.56
H -1.70 2.89 0.68
H -1.04 4.16 1.16
O -2.61 1.10 1.14
H -3.44 1.51 0.93
H -2.68 0.21 0.80
O -3.24 -1.53 -0.25
H -4.14 -1.54 -0.56
H -2.71 -1.70 -1.03



30
Properties=species:S:1:pos:R:3 method="wB97M-V/def2-TZVPD" lumo_energy_ev=-0.9824 largest_force_ha_per_bohr=0.178 de_lowest_kcal_mol=59.3 homo_ev=-6.412
N -39.17 -21.39 -34.89
H -40.09 -20.92 -34.77
H -39.21 -22.34 -34.78
H -38.46 -21.15 -34.27
H -38.81 -21.19 -35.91
N -34.88 -20.41 -33.64
O -36.06 -20.06 -33.81
O -34.75 -21.53 -33.09
O -33.98 -20.00 -34.39
O -42.34 -22.28 -34.12
H -42.57 -23.09 -34.40
H -42.99 -21.81 -34.50
O -36.75 -21.76 -37.23
H -36.64 -20.97 -37.75
H -37.12 -22.32 -37.92
O -39.12 -21.20 -31.66
H -39.92 -21.33 -31.08
H -38.92 -21.98 -32.28
O -40.16 -19.59 -37.26
H -39.90 -20.10 -38.08
H -39.90 -18.74 -37.17
O -40.13 -23.58 -36.95
H -40.36 -24.14 -36.17
H -39.46 -23.82 -37.48
O -38.37 -23.75 -32.96
H -37.67 -24.20 -32.75
H -39.14 -24.41 -32.85
O -39.33 -18.77 -33.12
H -39.14 -19.47 -32.53
H -40.12 -18.33 -33.04



31
Properties=species:S:1:pos:R:3 method="wB97M-V/def2-TZVPD" lumo_energy_ev=2.3131 largest_force_ha_per_bohr=0.033 charge=-1 de_lowest_kcal_mol=41.7 homo_ev=-6.546
N 1.11 -0.85 -16.82
O 2.02 -1.46 -17.42
O -0.04 -0.79 -17.35
O 1.39 -0.18 -15.80
O 3.87 -3.05 -15.93
H 3.25 -2.81 -16.62
H 4.06 -2.21 -15.48
O 2.10 0.46 -13.04
H 1.73 1.11 -13.65
H 2.25 0.94 -12.22
O 4.47 0.52 -16.74
H 4.23 0.97 -17.55
H 3.62 0.33 -16.31
O -0.93 0.52 -19.99
H -0.57 1.40 -20.15
H -0.69 0.32 -19.07
O 4.20 -0.89 -14.31
H 4.70 -0.21 -13.86
H 3.29 -0.79 -13.98
O -0.33 -1.75 -13.43
H 0.10 -0.97 -13.80
H -0.40 -1.56 -12.49
O 2.45 -5.11 -16.85
H 1.85 -5.84 -17.04
H 2.20 -4.42 -17.47
O 2.32 -1.13 -20.24
H 1.84 -0.30 -20.25
H 2.40 -1.36 -19.30
O -0.42 -3.28 -18.86
H -0.08 -2.40 -18.60
H -0.63 -3.70 -18.02



26
Properties=species:S:1:pos:R:3 method="wB97M-V/def2-TZVPD" lumo_energy_ev=-2.9387 largest_force_ha_per_bohr=0.257 charge=+1 de_lowest_kcal_mol=129.7 homo_ev=-13.192
N -0.20 0.11 0.37
H 0.42 1.08 0.15
H -0.63 0.25 1.20
H 0.03 -0.93 0.51
H -0.83 0.30 -0.35
O 0.99 3.09 0.91
H 1.53 3.72 0.70
H 0.46 3.56 1.63
O -2.53 2.35 0.38
H -2.48 2.96 -0.16
H -3.31 2.68 0.81
O -1.47 -2.00 2.14
H -1.72 -2.55 2.83
H -2.30 -1.77 1.81
O 3.02 1.03 -0.57
H 3.26 1.15 0.30
H 3.78 0.75 -0.91
O 0.14 -2.71 -1.34
H -0.84 -2.94 -1.54
H 0.45 -2.47 -2.11
O 0.84 -4.24 0.71
H 1.07 -5.04 0.13
H 0.32 -3.56 0.33
O 0.11 1.58 -2.34
H 0.07 1.02 -3.10
H -0.16 2.58 -2.47



26
Properties=species:S:1:pos:R:3 method="wB97M-V/def2-TZVPD" lumo_energy_ev=-2.6906 largest_force_ha_per_bohr=0.101 charge=+1 de_lowest_kcal_mol=27.8 homo_ev=-14.655
N -1.01 -0.08 1.05
H -1.18 0.74 0.32
H -1.69 0.00 1.93
H -1.17 -0.95 0.58
H -0.08 0.03 1.34
H 1.51 -1.45 -0.65
H 2.17 -2.72 -1.27
O 1.38 -2.14 -1.31
H -2.95 1.18 4.04
H -1.68 1.78 3.46
O -2.33 1.14 3.35
H -0.32 -2.62 -0.54
H -1.75 -3.06 -0.04
O -1.19 -2.36 -0.23
H -0.25 1.20 -1.96
H -1.14 2.53 -1.80
O -0.69 1.82 -1.30
H 1.90 0.50 0.47
H 2.87 -0.52 1.06
O 1.94 -0.43 0.75
H 2.12 2.64 0.29
H 0.49 2.51 0.10
O 1.34 2.10 0.46
H 0.67 -0.93 -2.30
H 0.81 -0.16 -3.69
O 0.38 -0.14 -2.83



26
Properties=species:S:1:pos:R:3 method="wB97M-V/def2-TZVPD" lumo_energy_ev=-2.8463 largest_force_ha_per_bohr=0.039 charge=+1 de_lowest_kcal_mol=21.6 homo_ev=-14.408
N -1.72 0.89 -1.10
H -2.05 1.79 -0.74
H -1.45 0.13 -0.38
H -2.44 0.64 -1.79
H -0.92 1.05 -1.70
H 1.32 0.45 1.50
H 0.62 0.75 2.86
O 0.90 0.03 2.27
H -1.04 4.42 -1.40
H -1.24 4.38 0.11
O -1.06 3.81 -0.65
H -0.40 -0.70 1.37
H -0.91 -1.68 0.19
O -1.11 -0.89 0.73
H 0.99 -2.90 0.64
H 0.36 -3.90 -0.33
O 0.52 -2.95 -0.21
H 2.06 1.55 -0.54
H 1.19 2.61 0.18
O 1.20 1.69 -0.12
H -0.11 -0.81 -3.73
H 0.06 -1.54 -2.34
O -0.47 -0.89 -2.84
H 1.61 -1.93 2.72
H 2.22 -3.24 3.02
O 1.88 -2.75 2.27



29
Properties=species:S:1:pos:R:3 method="wB97M-V/def2-TZVPD" lumo_energy_ev=-0.5829 largest_force_ha_per_bohr=0.023 de_lowest_kcal_mol=0.0 homo_ev=-10.299
Ne 0.32 0.54 0.53
Xe -1.44 3.17 1.47
O 0.23 -0.61 -2.40
H -0.23 -1.45 -2.42
H -0.46 0.03 -2.27
O -2.68 -0.12 0.53
H -3.06 -0.89 0.97
H -2.29 0.39 1.23
O -0.72 -2.24 2.53
H -0.89 -2.76 3.32
H -1.28 -1.48 2.62
O 1.55 -2.12 0.93
H 0.84 -2.24 1.56
H 1.34 -2.72 0.22
O 2.65 -0.64 -1.13
H 1.87 -0.55 -1.67
H 2.34 -1.05 -0.32
O 3.04 1.78 0.65
H 3.48 1.39 1.41
H 2.83 1.04 0.09
O -2.04 -2.15 -1.49
H -2.22 -1.57 -0.75
H -2.63 -1.84 -2.18
O -1.87 1.03 -2.13
H -2.46 0.47 -2.63
H -2.09 0.85 -1.22
O 1.83 4.76 0.53
H 1.94 5.14 1.40
H 2.11 3.85 0.62



27
Properties=species:S:1:pos:R:3 method="wB97M-V/def2-TZVPD" smiles=O.O.O.O.O.O.O.O.O lumo_energy_ev=-0.3378 largest_force_ha_per_bohr=0.081 de_lowest_kcal_mol=92.2 homo_ev=-10.445
O -0.41 0.60 -0.69
H -0.01 0.30 0.13
H -0.75 1.47 -0.45
O -1.26 3.68 -0.73
H -1.03 3.10 0.07
H -1.30 3.19 -1.57
O 2.76 -1.82 1.27
H 3.15 -2.76 1.22
H 2.39 -1.85 0.38
O 1.53 -3.11 -1.63
H 1.94 -2.70 -2.40
H 2.09 -3.89 -1.41
O -3.55 0.81 -1.83
H -3.60 1.67 -1.29
H -4.00 0.88 -2.66
O -3.00 -1.41 -0.38
H -2.46 -1.60 -1.18
H -2.53 -1.66 0.35
O 4.59 1.37 -1.88
H 4.05 0.57 -1.72
H 4.02 2.11 -1.79
O -1.99 -2.63 2.48
H -1.16 -2.41 2.93
H -2.62 -2.01 2.89
O 1.11 3.02 3.55
H 0.89 2.94 2.59
H 1.15 2.13 3.75



27
Properties=species:S:1:pos:R:3 method="wB97M-V/def2-TZVPD" smiles=O.O.O.O.O.O.O.O.O lumo_energy_ev=0.0303 largest_force_ha_per_bohr=0.062 de_lowest_kcal_mol=79.0 homo_ev=-10.517
O 0.27 3.78 1.60
H 0.26 2.83 1.56
H 0.28 4.13 0.71
O 1.96 0.03 2.63
H 1.84 0.44 3.45
H 2.63 0.35 2.04
O 3.86 0.20 -0.33
H 3.43 0.53 0.46
H 4.77 0.47 -0.13
O -0.09 -2.40 0.98
H 0.47 -1.85 1.53
H -0.98 -2.43 1.34
O -1.96 -1.35 -3.17
H -2.49 -0.64 -2.84
H -1.26 -1.55 -2.55
O -1.59 1.18 0.91
H -0.70 0.91 0.69
H -1.96 1.59 0.12
O 0.87 -0.12 -0.07
H 1.63 -0.14 0.51
H 0.70 -0.99 -0.45
O -1.21 -3.27 -1.12
H -0.70 -4.09 -1.02
H -1.86 -3.61 -1.75
O -2.42 2.17 -1.54
H -2.55 1.98 -2.48
H -3.20 1.83 -1.10



27
Properties=species:S:1:pos:R:3 method="wB97M-V/def2-TZVPD" smiles=O.O.O.O.O.O.O.O.O lumo_energy_ev=0.0128 largest_force_ha_per_bohr=0.053 de_lowest_kcal_mol=54.5 homo_ev=-10.928
O -1.22 -1.51 -1.14
H -1.47 -0.65 -1.50
H -1.37 -1.94 -1.99
O 2.61 -0.32 -1.79
H 3.52 -0.07 -1.70
H 2.29 -0.25 -0.93
O -1.70 -3.49 0.87
H -2.38 -3.35 1.51
H -1.62 -2.76 0.27
O -1.49 2.62 0.25
H -1.81 3.46 0.54
H -0.83 2.79 -0.42
O -0.95 -0.59 2.49
H -1.43 -1.10 3.17
H -1.64 -0.33 1.94
O 1.38 -2.80 -2.39
H 0.78 -2.08 -2.55
H 2.19 -2.28 -2.35
O 0.11 2.33 2.42
H -0.59 2.05 1.87
H 0.30 1.63 3.02
O 0.62 0.21 -0.04
H 0.10 0.60 0.65
H 0.18 -0.62 -0.21
O 1.26 2.99 -0.94
H 1.78 3.44 -0.25
H 1.39 2.05 -0.79



27
Properties=species:S:1:pos:R:3 method="wB97M-V/def2-TZVPD" smiles=O.O.O.O.O.O.O.O.O lumo_energy_ev=0.3629 largest_force_ha_per_bohr=0.061 de_lowest_kcal_mol=13.8 homo_ev=-11.202
O -1.63 -0.54 1.69
H -2.17 -0.77 0.90
H -1.28 0.40 1.55
O 2.11 2.14 1.65
H 1.17 2.06 1.37
H 2.11 1.97 2.62
O 2.45 -0.29 0.20
H 1.75 -0.84 0.70
H 2.42 0.58 0.63
O -0.44 1.90 1.05
H -0.67 1.88 0.04
H -1.08 2.62 1.37
O -0.99 1.67 -1.59
H -0.13 1.35 -1.91
H -1.57 0.90 -1.63
O 1.12 -0.03 -2.12
H 1.76 -0.30 -2.85
H 1.67 -0.05 -1.20
O -0.30 -2.26 -1.32
H 0.12 -2.29 -0.43
H 0.22 -1.64 -1.91
O 0.48 -1.79 1.36
H -0.42 -1.32 1.46
H 0.50 -2.39 2.15
O -2.34 -0.73 -0.98
H -3.17 -0.89 -1.53
H -1.67 -1.37 -1.26